12 unconnected molecules or ions with the total composition C51H86O21S7 in a non-equilibrium geometry. Source: the Open Molecules 2025 dataset; level of theory: the ωB97M-V functional and the def2-TZVPD basis.

```
165
Properties=species:S:1:pos:R:3
C 4.2177 0.3271 2.9141
C 5.0377 -1.0074 2.9414
O 4.1698 -2.0866 2.5182
S 4.5692 -3.7630 2.7705
C 2.9343 -4.4036 2.5976
O 5.3468 -4.2346 1.6560
O 5.0810 -3.8740 4.1152
H 3.5711 0.4362 2.0435
H 4.7494 1.2738 3.0099
H 3.6300 0.3694 3.8311
H 5.8303 -0.8350 2.2133
H 5.5853 -1.1255 3.8764
H 2.3331 -4.4116 3.5067
H 3.0951 -5.3591 2.0983
H 2.4827 -3.6892 1.9092
C -0.0347 -1.1157 1.8269
C -0.1444 0.2427 1.0259
O -1.3225 0.1601 0.3820
S -1.8385 1.5756 -0.3950
C -0.7182 1.6302 -1.8687
O -3.2231 1.3216 -0.7829
O -1.4566 2.7492 0.4037
H 0.9948 -1.2498 2.1591
H -0.3204 -2.0194 1.2886
H -0.4506 -1.0956 2.8342
H 0.0338 1.1437 1.6128
H 0.6441 0.3695 0.2841
H -1.0006 2.4572 -2.5202
H -0.9843 0.6693 -2.3091
H 0.3238 1.8130 -1.6061
C -3.3795 1.2737 3.1353
C -3.3972 -0.2703 2.8245
O -4.4121 -0.5415 1.7813
S -4.8841 -2.1162 1.6011
C -3.2906 -2.7379 0.9059
O -5.1135 -2.5991 2.9715
O -5.9901 -2.2817 0.6922
H -3.6899 1.8671 2.2753
H -2.4351 1.6135 3.5605
H -4.1684 1.5839 3.8205
H -2.4199 -0.6447 2.5199
H -3.5854 -0.9880 3.6230
H -2.7342 -2.9962 1.8069
H -2.9642 -2.0280 0.1459
H -3.4276 -3.6715 0.3603
C 4.2963 -1.5592 -1.6854
C 3.7895 -0.3272 -0.9140
O 2.8987 0.3589 -1.7682
S 3.4100 1.8653 -2.3402
C 3.4263 2.7141 -0.6503
O 4.8129 1.8117 -2.8499
O 2.3684 2.4632 -3.1213
H 4.5287 -1.4721 -2.7467
H 3.5417 -2.3388 -1.5804
H 5.1761 -2.0613 -1.2829
H 3.2309 -0.7584 -0.0833
H 4.6023 0.2096 -0.4250
H 4.4366 2.6116 -0.2540
H 2.6103 2.3214 -0.0435
H 3.3324 3.8000 -0.6578
C -1.0786 4.9521 3.4390
C 0.0344 3.9189 3.4925
O 1.2289 4.5624 3.9175
S 2.5486 4.2789 3.0053
C 2.2973 5.5378 1.6438
O 3.7852 4.6147 3.7303
O 2.3416 2.9576 2.3314
H -1.9949 4.5458 3.0107
H -0.7602 5.8625 2.9311
H -1.3388 5.5130 4.3366
H -0.2093 3.1857 4.2613
H 0.0240 3.3478 2.5641
H 2.3839 6.5625 2.0051
H 1.3279 5.3591 1.1786
H 2.9951 5.3943 0.8188
C 2.1120 -6.6905 5.2579
C 0.6460 -6.8791 4.9190
O 0.2403 -5.6518 4.2537
S -0.3181 -5.7881 2.7106
C -1.7083 -6.9393 2.9440
O -0.8618 -4.5222 2.2426
O 0.7242 -6.4203 1.8845
H 2.7610 -6.4470 4.4167
H 2.3982 -7.5754 5.8263
H 2.2180 -5.7673 5.8276
H 0.6081 -7.7425 4.2547
H -0.0840 -6.9828 5.7218
H -1.9161 -7.3616 1.9608
H -2.4658 -6.2666 3.3462
H -1.4118 -7.7066 3.6591
C -1.8902 -6.2316 -0.7591
C -1.2810 -5.5520 -2.0261
O -1.0384 -4.1702 -1.8056
S -0.8844 -3.1209 -3.0442
C 0.9476 -2.7729 -2.6618
O -0.8600 -3.8143 -4.3292
O -1.7631 -2.0334 -2.6667
H -1.8161 -7.3114 -0.6301
H -2.9413 -5.9623 -0.8631
H -1.4977 -5.8221 0.1716
H -0.3321 -6.0469 -2.2331
H -1.8137 -5.8910 -2.9146
H 1.5452 -3.5522 -3.1349
H 1.0411 -2.9244 -1.5865
H 1.2747 -1.7893 -2.9987
C -1.2072 3.6750 -7.2388
C -2.2386 2.8462 -6.6841
C -2.6977 3.1403 -5.3833
C -2.3392 4.3548 -4.7866
C -1.5639 5.2414 -5.5148
C -0.8599 4.8630 -6.6840
H -0.6993 3.4890 -8.1736
H -2.4455 1.9581 -7.2629
H -3.3061 2.5147 -4.7470
H -2.5065 4.6102 -3.7507
H -1.4220 6.1757 -4.9919
H -0.0602 5.4378 -7.1273
C -5.2479 -2.1336 -4.3238
C -5.0246 -1.6126 -3.0538
C -5.0865 -0.2112 -2.8838
C -5.3365 0.6807 -3.8788
C -5.3761 0.1770 -5.1730
C -5.3916 -1.2053 -5.3862
H -5.1908 -3.1989 -4.4917
H -4.7872 -2.4129 -2.3687
H -4.9517 0.1341 -1.8694
H -5.4442 1.7549 -3.8494
H -5.5196 0.8016 -6.0424
H -5.5301 -1.5922 -6.3850
C 0.3189 -0.8993 -7.4349
C -0.6294 -0.9333 -6.3547
C -0.5309 -0.1267 -5.2382
C 0.5310 0.7648 -5.0793
C 1.5350 0.7699 -6.1263
C 1.4284 -0.0625 -7.2346
H 0.2504 -1.4886 -8.3373
H -1.4829 -1.5903 -6.2744
H -1.3881 -0.1658 -4.5824
H 0.6229 1.5529 -4.3467
H 2.3417 1.4824 -6.0370
H 2.1859 0.2035 -7.9570
C 0.9369 8.0124 -0.8943
C -0.1737 8.2778 -0.0751
C -1.2022 7.4144 -0.0339
C -1.2988 6.4311 -1.0161
C -0.2496 6.1400 -1.8314
C 0.8966 6.9691 -1.7828
H 1.9301 8.4254 -0.7972
H -0.2164 9.1603 0.5460
H -1.9715 7.5901 0.7036
H -2.2655 5.9603 -1.1176
H -0.4777 5.3689 -2.5524
H 1.6955 6.6901 -2.4538
C 1.8214 0.7275 8.0139
C 0.6933 0.5660 7.1493
C 0.7584 -0.2261 6.0162
C 1.8702 -1.0499 5.7449
C 2.9257 -0.8869 6.5868
C 2.9855 0.0622 7.6250
H 1.8399 1.4460 8.8201
H -0.1610 1.2176 7.2586
H -0.0381 -0.4092 5.3103
H 1.9881 -1.7407 4.9232
H 3.8631 -1.4142 6.4891
H 3.9765 0.0452 8.0538
```

The frontier orbital gap comes out at 8.7 eV. For the lowest unoccupied orbital energy, the calculation gives -0.01 eV. The calculation puts the total energy at -6361.9053 Eh. The value obtained for the energy above the lowest of the compared OMol25 structures with the same formula, charge and spin is 0.0 kcal/mol. Its SMILES is CCOS(C)(=O)=O.CCOS(C)(=O)=O.CCOS(C)(=O)=O.CCOS(C)(=O)=O.CCOS(C)(=O)=O.CCOS(C)(=O)=O.CCOS(C)(=O)=O.c1ccccc1.c1ccccc1.c1ccccc1.c1ccccc1.c1ccccc1. Its net charge is 0.